{"formula": "C53H66F6N2O2SSi", "method": "ωB97M-V/def2-TZVPD", "symbols": ["S", "Si", "F", "F", "F", "F", "F", "F", "O", "O", "N", "N", "C", "C", "C", "C", "C", "C", "C", "C", "C", "C", "C", "C", "C", "C", "C", "C", "C", "C", "C", "C", "C", "C", "C", "C", "C", "C", "C", "C", "C", "C", "C", "C", "C", "C", "C", "C", "C", "C", "C", "C", "C", "C", "C", "C", "C", "C", "C", "C", "C", "C", "C", "C", "C", "H", "H", "H", "H", "H", "H", "H", "H", "H", "H", "H", "H", "H", "H", "H", "H", "H", "H", "H", "H", "H", "H", "H", "H", "H", "H", "H", "H", "H", "H", "H", "H", "H", "H", "H", "H", "H", "H", "H", "H", "H", "H", "H", "H", "H", "H", "H", "H", "H", "H", "H", "H", "H", "H", "H", "H", "H", "H", "H", "H", "H", "H", "H", "H", "H", "H"], "positions_angstrom": [[6.656017, 0.821394, -1.258066], [4.007041, 2.587417, -1.234905], [3.993988, 3.225991, 3.602657], [-6.622405, -6.245865, 2.943392], [-1.056264, -0.879587, -7.156930], [4.989136, -4.573948, -1.307965], [-1.119456, -5.231531, 4.859478], [-5.527575, 4.128118, -1.100255], [-0.929832, -0.869166, 0.776934], [-0.116679, 4.735635, -0.070107], [2.029076, 5.189063, -0.834095], [-1.642385, 0.284817, -1.125441], [6.392039, -0.950208, -1.792696], [-2.021072, 1.643522, -1.589874], [-2.833234, 6.249053, 0.060137], [-3.147333, -3.057170, -5.158361], [-8.824317, -6.979849, 2.537642], [-5.617079, 6.228454, -0.035910], [-2.662354, -4.122216, -7.268479], [-10.636782, -5.990094, 3.777558], [1.425354, 1.151403, -1.448243], [-8.375252, -5.259187, 4.170283], [1.106525, 6.097197, 1.552290], [-7.935500, -6.162179, 3.215974], [-4.883841, 5.170495, -0.549313], [-0.687761, -0.405062, -2.029573], [5.907890, 2.983292, 4.955515], [-3.286732, -5.046854, 3.949629], [3.398640, 5.304324, -0.237289], [6.222785, 0.935344, 6.183676], [5.443324, 1.786757, -2.284952], [5.440078, -1.650741, -0.710035], [-1.783486, -1.945836, -6.786266], [5.033329, 0.434465, 5.661216], [1.866489, 6.220185, -1.920489], [-1.969728, -4.620772, 4.014501], [-1.512652, -3.577400, 3.225537], [4.249752, -5.647283, -0.973417], [4.434454, 4.459921, -1.115141], [-10.182261, -6.896558, 2.824727], [-4.167236, -4.412361, 3.079781], [-3.558423, 7.315601, 0.583712], [0.507933, 0.496185, -2.575967], [0.673809, 5.824310, -2.951541], [-3.280374, -4.141188, -6.021816], [4.723262, 2.476806, 4.446856], [6.658735, 2.209403, 5.833478], [-3.716908, -3.366205, 2.277479], [3.624411, -5.683031, 0.262203], [0.977028, 5.317114, 0.172850], [-3.499332, 5.167978, -0.504565], [-2.390091, -1.955551, -5.540824], [-1.239684, 0.246748, 0.266353], [-4.950382, 7.304954, 0.538815], [-1.199447, 1.498717, 1.254306], [-1.913872, -3.016073, -7.656037], [4.081224, 1.880271, 0.536326], [2.384662, 2.219623, -2.182220], [2.856010, -6.789737, 0.605986], [-9.734630, -5.169026, 4.448732], [2.730905, -7.851931, -0.285384], [3.367972, -7.806346, -1.521546], [4.276230, 1.211812, 4.791761], [-2.390050, -2.949913, 2.347665], [4.127627, -6.695254, -1.870697], [-5.201293, -4.732329, 3.026416], [1.697599, 7.250663, -1.457499], [2.001165, 0.329733, -0.916833], [-10.090735, -4.460519, 5.188151], [-2.268852, -1.106553, -4.879102], [-1.433036, -2.980355, -8.626287], [5.368866, -2.757678, -0.967512], [2.810362, 6.305836, -2.558969], [-2.950449, 4.325680, -0.908844], [3.740052, -4.850353, 0.945950], [1.191348, 5.328732, 2.387859], [-7.657222, -4.634210, 4.688250], [-0.153232, 6.589619, -2.771223], [5.900046, -0.927673, -2.829695], [4.942834, 1.152693, -3.098101], [-3.038895, 8.158109, 1.028515], [-2.504084, 1.535418, -2.625169], [4.540612, 4.838551, -2.195127], [-3.616208, -5.867886, 4.575775], [-1.182520, 2.409921, -1.586767], [-2.849246, 2.078289, -0.921771], [-6.699187, 6.205773, -0.087448], [0.311809, 4.761455, -2.725099], [4.623459, -6.638623, -2.832433], [-10.885555, -7.538257, 2.305685], [5.929942, -1.521636, 0.312492], [-5.514140, 8.134737, 0.950569], [3.343872, 0.842241, 4.381346], [4.696910, -0.560021, 5.932004], [6.810520, 0.329729, 6.865347], [-2.167351, 1.521105, 1.849081], [3.456203, 4.926954, 0.841625], [1.797813, 3.164481, -2.469000], [4.408749, -1.169962, -0.653043], [1.024119, 5.847720, -4.035927], [-0.346216, 1.293818, 1.986652], [0.120593, 6.653144, 1.727078], [-1.039691, 2.496208, 0.739476], [-0.259918, -1.374706, -1.602008], [3.431812, 2.463388, 1.278960], [0.154145, 1.299712, -3.316765], [3.688497, 6.415102, -0.220947], [7.368633, -1.518707, -1.930739], [-2.037933, -2.136393, 1.718569], [2.134719, -8.716802, -0.014465], [-8.453433, -7.673535, 1.792582], [5.467623, 4.614261, -0.632063], [0.827482, 1.731083, -0.654116], [3.272948, -8.636073, -2.213160], [1.190610, -0.193981, -3.190454], [2.671757, 1.729637, -3.185282], [-1.299892, -0.734580, -2.959704], [-4.403430, -2.874574, 1.595812], [5.963423, 2.652975, -2.833920], [-11.696686, -5.922025, 3.998699], [6.236411, 3.974056, 4.664817], [-0.478758, -3.261326, 3.300196], [-1.750727, 6.259194, 0.091473], [3.870429, 0.755380, 0.603568], [7.583216, 2.599797, 6.244239], [-3.632550, -3.071540, -4.188759], [5.160101, 1.998269, 0.919445], [2.355778, -6.825005, 1.567247], [1.976596, 6.824751, 1.580600], [-2.763478, -4.968917, -7.938349], [-3.867708, -5.002245, -5.721010]], "atomic_forces_ev_per_a": [[0.009, -0.366, -1.136], [0.529, -0.145, 0.179], [-0.125, 0.175, -0.086], [-0.025, -0.182, -0.035], [0.076, 0.113, -0.033], [0.017, -0.376, -0.165], [0.126, -0.104, 0.134], [-0.068, -0.122, -0.060], [-0.450, 3.364, -1.791], [3.174, 1.859, 0.755], [0.263, 1.313, 1.676], [1.579, 1.469, 2.045], [-1.230, -0.251, -0.228], [-1.292, 0.573, -0.309], [-0.275, 0.267, 0.075], [0.099, -0.098, -0.283], [0.112, -0.118, -0.126], [-0.204, -0.031, -0.014], [-0.029, 0.192, 0.241], [-0.041, 0.029, 0.033], [-0.305, 0.754, -0.548], [0.172, 0.110, 0.071], [-0.100, -0.146, -0.353], [-0.815, 0.036, 0.165], [0.384, 0.603, 0.323], [0.088, -0.816, -1.994], [0.008, 0.190, -0.085], [-0.005, -0.151, 0.153], [0.946, 0.365, -0.395], [0.004, -0.048, 0.025], [-0.520, 0.454, -0.827], [0.834, -0.196, -0.318], [-0.401, -0.589, 0.202], [0.186, 0.283, -0.009], [-0.529, -0.108, -1.407], [-0.511, 0.393, -0.538], [0.131, -0.050, 0.085], [-0.495, -0.727, 0.220], [0.329, 0.848, 0.204], [0.117, 0.212, 0.181], [0.186, 0.254, -0.101], [-0.076, 0.003, -0.007], [0.304, -0.179, 0.149], [0.188, 0.252, 0.786], [-0.031, -0.028, 0.033], [0.460, -0.489, 0.515], [-0.226, -0.185, -0.061], [0.030, -0.104, 0.124], [0.056, 0.198, 0.091], [-2.625, -1.645, -0.718], [0.043, -0.188, -0.099], [0.026, 0.148, 0.072], [0.488, -2.559, 1.169], [0.252, -0.173, -0.084], [-0.075, -0.260, -0.416], [0.104, 0.028, -0.157], [0.415, -0.200, 1.077], [-0.685, -0.650, -0.762], [0.110, -0.097, -0.293], [-0.001, -0.248, -0.233], [-0.025, -0.021, 0.035], [-0.038, 0.174, 0.247], [-0.186, -0.034, -0.114], [-0.252, -0.059, 0.003], [0.127, 0.070, -0.168], [0.286, 0.066, 0.030], [0.124, -1.188, -0.613], [-0.595, 1.019, -0.616], [0.072, -0.060, -0.053], [-0.012, -0.008, -0.093], [0.004, 0.033, 0.062], [-0.077, 1.868, 0.602], [-1.031, -0.384, 1.326], [0.001, 0.082, 0.008], [0.000, -0.015, -0.064], [0.059, 0.972, -1.081], [-0.005, -0.037, -0.050], [0.829, -1.319, -0.567], [0.648, -0.013, 1.517], [0.937, 0.612, 1.159], [-0.049, -0.072, -0.044], [0.927, 0.275, 1.373], [-0.300, -0.217, 1.524], [0.039, 0.036, -0.010], [-0.813, -0.972, -0.237], [1.213, -0.873, -0.863], [0.056, -0.042, -0.006], [0.388, 1.698, -0.229], [0.002, 0.027, 0.060], [0.091, 0.054, 0.020], [-0.681, -0.263, -1.294], [0.011, -0.089, -0.057], [0.050, 0.043, -0.019], [-0.008, 0.100, -0.041], [-0.054, 0.063, -0.068], [1.127, 0.005, -0.785], [-0.380, 0.386, -1.527], [0.803, -1.435, 0.643], [1.350, -0.606, -0.289], [-0.445, 0.168, 1.495], [-1.233, 0.212, -1.126], [1.418, -0.816, -0.387], [-0.247, -1.200, 0.624], [-0.857, 1.578, -0.096], [0.662, -0.969, -1.072], [0.338, -1.077, 1.210], [-0.128, -1.379, 0.107], [-1.128, 0.966, 0.482], [-0.066, -0.324, 0.261], [0.057, 0.086, -0.030], [0.025, 0.038, 0.054], [-1.368, -0.396, -0.726], [0.720, -0.981, -1.123], [0.018, 0.101, 0.034], [-1.003, 0.889, 0.811], [-0.230, 0.734, 1.336], [0.960, 0.485, 1.492], [0.069, -0.037, 0.053], [-0.435, -1.394, 0.734], [0.103, -0.011, -0.025], [-0.051, -0.038, 0.000], [-0.037, -0.024, -0.012], [-0.166, -0.132, -0.024], [0.117, 1.647, -0.064], [-0.083, -0.012, -0.069], [0.074, 0.032, -0.069], [-1.513, -0.123, -0.616], [0.062, 0.040, -0.079], [-1.052, -0.980, -0.008], [0.018, 0.100, 0.033], [0.060, 0.083, -0.031]], "lowdin_charge": [0.736, 0.553, 0.041, 0.047, 0.060, 0.030, 0.049, 0.059, -0.033, -0.006, -0.124, -0.112, -0.516, -0.095, -0.076, -0.078, -0.017, -0.021, -0.085, -0.099, -0.228, -0.016, 0.000, -0.283, -0.284, -0.173, -0.020, -0.021, -0.248, -0.097, -0.555, -0.173, -0.288, -0.080, -0.199, -0.293, -0.012, -0.279, -0.243, -0.084, -0.085, -0.094, -0.197, -0.080, -0.097, -0.291, -0.084, -0.086, -0.014, -0.374, -0.005, -0.021, -0.387, -0.086, -0.007, -0.020, -0.217, -0.252, -0.078, -0.082, -0.096, -0.084, -0.016, -0.071, -0.018, 0.075, 0.123, 0.104, 0.105, 0.094, 0.116, 0.047, 0.116, 0.093, 0.117, 0.099, 0.117, 0.076, 0.075, 0.044, 0.098, 0.111, 0.079, 0.114, 0.079, 0.094, 0.115, 0.061, 0.116, 0.105, 0.077, 0.103, 0.117, 0.106, 0.101, 0.097, 0.118, 0.063, 0.061, 0.075, 0.097, 0.090, 0.048, 0.134, 0.029, 0.114, 0.120, 0.076, 0.064, 0.101, 0.117, 0.097, 0.100, 0.104, 0.123, 0.078, 0.106, 0.100, 0.043, 0.100, 0.115, 0.115, 0.070, 0.033, 0.105, 0.107, 0.035, 0.107, 0.081, 0.104, 0.101], "homo_lumo_gap_ev": 8.44, "total_charge": 0, "fmax_ev_per_a": 3.84}